Record 1
DFT (ωB97M-V/def2-TZVPD) results for C50H68AsCsN4O8P2Se3Te as an isolated structure in a non-equilibrium geometry.

```
! RIJCOSX wB97M-V def2-TZVPD def2/J DEFGRID3
* xyz -2 1
Cs -0.009 1.165 1.498
C -4.492 -0.559 2.279
O -3.614 -0.945 3.324
C -2.292 -0.930 2.973
O -1.913 -0.561 1.880
N -1.561 -1.410 3.992
N -0.168 -1.480 3.906
H -5.494 -0.587 2.701
H -4.421 -1.255 1.440
H -4.264 0.447 1.923
H -2.015 -1.403 4.894
H 0.171 -2.228 4.492
H 0.280 -0.600 4.179
Se 3.839 -2.609 0.188
Se 2.552 -2.129 2.098
Te 2.963 0.016 3.263
Se 4.215 -0.655 5.319
C 5.610 0.033 -1.582
C 4.390 0.001 -2.511
C 4.187 -1.415 -3.065
C 4.545 1.015 -3.654
C 3.193 0.368 -1.750
N 2.248 0.677 -1.174
H 6.492 -0.301 -2.135
H 5.439 -0.638 -0.736
H 5.789 1.040 -1.205
H 5.082 -1.722 -3.611
H 3.333 -1.441 -3.743
H 4.015 -2.101 -2.232
H 5.447 0.780 -4.223
H 4.634 2.030 -3.265
H 3.687 0.975 -4.328
C -0.796 5.096 -2.974
N -1.204 4.184 -1.925
C -2.629 4.055 -1.674
C -0.332 3.428 -1.191
C 1.142 3.625 -1.426
O -0.735 2.629 -0.354
H -1.691 5.516 -3.427
H -0.229 4.584 -3.755
H -0.194 5.927 -2.595
H -3.167 3.893 -2.609
H -3.024 4.946 -1.175
H -2.780 3.194 -1.031
H 1.382 4.399 -2.150
H 1.561 2.673 -1.739
H 1.605 3.866 -0.467
C 0.635 -2.332 -1.835
C -0.013 -3.412 -2.711
As -1.359 -2.828 -4.028
C -1.501 -4.505 -5.069
C -0.417 -5.199 -5.601
C -0.606 -6.298 -6.423
C -1.890 -6.730 -6.733
C -2.981 -6.055 -6.204
C -2.783 -4.954 -5.383
C -0.207 -1.934 -5.340
C -0.842 -1.157 -6.308
C -0.125 -0.544 -7.322
C 1.255 -0.696 -7.384
C 1.902 -1.456 -6.420
C 1.176 -2.067 -5.407
P -0.341 -1.368 -0.563
C -1.381 -2.754 0.066
C -2.532 -3.280 -0.522
C -3.186 -4.365 0.047
C -2.699 -4.949 1.208
C -1.547 -4.442 1.793
C -0.897 -3.355 1.228
C -1.477 -0.424 -1.648
C -2.843 -0.288 -1.398
C -3.650 0.453 -2.247
C -3.100 1.124 -3.331
C -1.726 1.085 -3.528
C -0.925 0.322 -2.695
H 1.160 -1.596 -2.449
H 1.418 -2.799 -1.224
H -0.506 -4.157 -2.087
H 0.782 -3.945 -3.243
H 0.592 -4.874 -5.376
H 0.251 -6.823 -6.829
H -2.037 -7.585 -7.381
H -3.986 -6.389 -6.435
H -3.635 -4.422 -4.974
H -1.919 -1.035 -6.249
H -0.635 0.061 -8.062
H 1.822 -0.219 -8.174
H 2.979 -1.567 -6.452
H 1.705 -2.638 -4.653
H -2.930 -2.846 -1.432
H -4.079 -4.762 -0.424
H -3.211 -5.797 1.648
H -1.153 -4.889 2.698
H 0.002 -2.958 1.690
H -3.272 -0.784 -0.538
H -4.718 0.509 -2.066
H -3.732 1.690 -4.006
H -1.278 1.639 -4.347
H 0.148 0.301 -2.852
C -2.879 0.502 9.308
C -2.256 0.999 8.028
C -3.026 1.286 6.911
C -2.446 1.751 5.732
C -3.327 2.127 4.568
C -1.062 1.905 5.661
C -0.268 1.634 6.783
C 1.223 1.805 6.738
C -0.881 1.192 7.951
C -0.415 2.264 4.325
O -0.668 3.359 3.791
O 0.322 1.368 3.845
H -3.968 0.478 9.233
H -2.608 1.152 10.144
H -2.530 -0.504 9.549
H -4.103 1.145 6.955
H -4.252 1.550 4.582
H -2.816 1.967 3.619
H -3.577 3.190 4.616
H 1.715 0.869 6.451
H 1.610 2.099 7.716
H 1.503 2.547 5.996
H -0.259 0.977 8.815
C 1.602 5.269 2.338
O 2.811 4.553 2.116
P 2.781 2.900 2.466
O 4.377 2.755 2.138
C 4.793 2.105 0.951
O 2.844 2.960 4.078
C 3.963 3.474 4.805
H 1.846 6.221 2.817
H 0.902 4.719 2.974
H 1.104 5.482 1.384
H 5.853 1.881 1.063
H 4.645 2.753 0.077
H 4.254 1.164 0.799
H 3.576 4.097 5.614
H 4.616 4.069 4.168
H 4.517 2.632 5.225
*
```

Computed properties:
* frontier orbital gap: 3.4 eV
* E: -13178.08561 Eh
* E_LUMO: 3.043 eV
* E_HOMO: -0.37 eV
* max |F|: 3.022 eV Å⁻¹

These are the Löwdin partial charges, in e, on atoms 1 to 6:
1. Cs 1.34
2. C -0.07
3. O -0.05
4. C -0.58
5. O -0.19
6. N 0.03

***

Record 2
DFT (ωB97M-V/def2-TZVPD) results for a 9-piece molecular cluster, C50H75F3N9O4S overall in a non-equilibrium geometry.

```
! RIJCOSX wB97M-V def2-TZVPD def2/J DEFGRID3
* xyz 3 3
C 10.684 21.065 32.132
N 11.677 20.104 31.608
C 12.008 19.057 32.366
C 12.953 18.129 31.842
C 13.463 18.216 30.517
C 13.109 19.416 29.822
C 12.197 20.286 30.400
C 14.300 17.211 29.901
C 15.464 16.714 30.546
C 16.253 15.757 29.909
N 16.007 15.431 28.604
C 14.894 15.876 27.973
C 14.012 16.687 28.603
C 16.885 14.460 27.925
H 11.037 22.040 31.795
H 10.666 21.030 33.222
H 9.764 20.851 31.588
H 11.527 18.890 33.319
H 13.195 17.289 32.476
H 13.504 19.646 28.843
H 11.752 21.130 29.893
H 15.769 17.179 31.472
H 17.208 15.394 30.258
H 14.752 15.546 26.955
H 13.079 16.916 28.108
H 16.399 14.065 27.033
H 17.031 13.689 28.682
H 17.853 14.907 27.697
C 16.023 18.952 18.920
C 15.755 20.151 19.935
C 16.784 20.133 21.092
N 16.607 21.244 22.190
C 15.509 20.783 23.150
C 16.334 22.655 21.599
C 17.608 23.289 21.142
C 18.590 22.691 22.187
C 17.919 21.529 22.922
H 17.022 19.136 18.527
H 15.364 19.001 18.053
H 15.928 17.953 19.347
H 14.724 20.039 20.270
H 15.830 21.087 19.381
H 17.797 20.227 20.703
H 16.774 19.225 21.695
H 15.353 21.574 23.883
H 15.577 19.796 23.608
H 14.573 20.601 22.622
H 15.956 23.274 22.412
H 15.387 22.682 21.060
H 17.606 24.379 21.150
H 17.805 22.892 20.146
H 19.117 23.442 22.776
H 19.476 22.311 21.678
H 17.733 21.868 23.941
H 18.488 20.600 22.885
C 17.445 19.471 27.952
F 16.258 19.984 28.311
F 18.377 20.422 27.896
F 17.764 18.587 28.925
S 17.306 18.549 26.271
O 17.507 19.598 25.236
O 18.326 17.505 26.182
O 15.901 18.057 26.291
C 18.521 19.674 36.997
C 19.343 19.578 35.696
C 20.098 18.229 35.796
C 20.812 17.746 34.488
C 19.733 17.717 33.400
C 18.949 19.011 33.164
N 18.486 19.625 34.454
O 17.324 20.510 34.414
C 19.857 19.995 32.293
C 17.794 18.698 32.221
C 20.424 20.691 35.648
H 17.738 18.916 36.974
H 18.018 20.632 37.126
H 19.127 19.381 37.854
H 20.808 18.211 36.623
H 19.375 17.451 36.042
H 21.148 16.728 34.685
H 21.698 18.353 34.304
H 19.059 16.904 33.671
H 20.197 17.419 32.459
H 19.411 20.990 32.284
H 20.849 20.121 32.728
H 20.062 19.649 31.280
H 18.053 17.887 31.541
H 16.950 18.344 32.813
H 17.435 19.575 31.681
H 21.182 20.568 34.875
H 20.899 20.872 36.613
H 19.988 21.666 35.432
N 20.610 17.518 27.675
C 21.529 16.865 26.929
C 22.768 17.027 27.498
C 22.575 17.517 28.759
C 21.292 17.914 28.814
H 19.609 17.419 27.582
H 21.205 16.263 26.093
H 23.718 16.591 27.226
H 23.325 17.742 29.503
H 20.685 18.327 29.606
N 13.718 23.124 29.936
C 13.282 23.668 31.085
C 14.032 23.240 32.123
C 14.977 22.412 31.592
C 14.832 22.415 30.210
H 13.173 23.252 29.096
H 12.449 24.346 31.200
H 13.932 23.487 33.170
H 15.757 21.869 32.105
H 15.365 21.940 29.399
N 11.894 20.347 26.391
C 10.761 19.643 25.993
C 11.137 18.377 25.586
C 12.518 18.351 25.735
C 12.940 19.516 26.254
H 11.928 21.299 26.725
H 9.811 20.155 26.013
H 10.499 17.553 25.303
H 13.157 17.503 25.536
H 13.956 19.833 26.435
N 19.494 16.554 23.155
C 19.645 15.736 22.047
C 20.861 16.008 21.348
C 21.469 16.910 22.259
C 20.657 17.254 23.333
H 18.651 16.636 23.705
H 18.899 14.973 21.881
H 21.186 15.531 20.435
H 22.466 17.297 22.105
H 20.786 17.952 24.147
N 15.423 17.098 23.782
C 16.369 16.090 23.676
C 16.138 15.381 22.499
C 15.069 16.101 21.839
C 14.649 17.091 22.628
H 15.196 17.581 24.640
H 17.065 15.928 24.486
H 16.650 14.533 22.067
H 14.641 15.814 20.890
H 13.894 17.857 22.530
*
```

Computed properties:
* frontier orbital gap (spin up / spin down): 5.1 / 3.3 eV
* E: -3440.67920 Eh
* E_LUMO (spin up / spin down): -8.251 / -9.911 eV
* E_HOMO (spin up / spin down): -13.31 / -13.24 eV
* max |F|: 6.196 eV Å⁻¹

These are the Löwdin partial charges, in e, on atoms 1 to 6:
1. C 0.06
2. N -0.08
3. C 0.04
4. C 0.09
5. C -0.11
6. C 0.07

***

Record 3
DFT (ωB97M-V/def2-TZVPD) results for C50H77N4O5PZr as an isolated structure in a non-equilibrium geometry.

```
! RIJCOSX wB97M-V def2-TZVPD def2/J DEFGRID3
* xyz 2 1
Zr -0.754 1.512 0.503
C -2.269 4.503 2.577
N -0.977 4.085 2.004
C -0.384 5.265 1.349
C -0.135 3.660 3.135
C 1.195 3.161 2.664
N 1.131 1.826 1.989
C 1.065 0.806 3.088
C 0.713 -0.605 2.708
C 1.573 -1.651 2.996
C 1.129 -2.966 2.908
C -0.226 -3.143 2.642
C -1.141 -2.121 2.379
C -0.599 -0.834 2.310
O -1.282 0.310 1.911
C -2.641 -2.525 2.322
C -2.964 -3.315 1.048
C -3.593 -1.332 2.390
C -2.962 -3.405 3.545
C 2.030 -4.176 3.158
C 1.465 -5.013 4.317
C 2.076 -5.034 1.883
C 3.456 -3.752 3.514
C 2.439 1.668 1.273
C 2.545 0.801 0.054
C 3.582 -0.098 -0.031
C 3.944 -0.643 -1.257
C 3.335 -0.091 -2.379
C 2.290 0.849 -2.349
C 1.808 1.167 -1.072
O 0.654 1.875 -0.806
C 1.968 1.630 -3.653
C 2.568 0.961 -4.898
C 2.647 3.007 -3.473
C 0.489 1.858 -3.972
C 5.034 -1.711 -1.333
C 5.158 -2.301 -2.740
C 4.687 -2.848 -0.357
C 6.382 -1.088 -0.933
H -2.124 5.344 3.263
H -2.723 3.690 3.134
H -2.951 4.820 1.785
H -0.113 6.022 2.091
H -1.112 5.702 0.667
H 0.501 5.010 0.771
H -0.674 2.890 3.684
H 0.034 4.488 3.830
H 1.881 3.097 3.506
H 1.623 3.872 1.970
H 0.321 1.145 3.798
H 2.023 0.822 3.597
H 2.588 -1.422 3.307
H -0.611 -4.160 2.643
H -2.758 -2.722 0.152
H -4.024 -3.595 1.048
H -2.380 -4.238 0.988
H -3.437 -0.654 1.563
H -3.464 -0.780 3.329
H -4.624 -1.696 2.353
H -2.518 -4.401 3.476
H -4.046 -3.540 3.621
H -2.609 -2.938 4.470
H 0.483 -5.435 4.080
H 1.366 -4.408 5.223
H 2.137 -5.847 4.536
H 1.077 -5.381 1.594
H 2.703 -5.917 2.042
H 2.495 -4.464 1.046
H 3.486 -3.161 4.437
H 3.923 -3.172 2.708
H 4.069 -4.643 3.674
H 3.180 1.343 1.999
H 2.733 2.661 0.953
H 4.135 -0.354 0.873
H 3.697 -0.406 -3.347
H 3.660 1.020 -4.926
H 2.196 1.479 -5.786
H 2.273 -0.091 -4.977
H 3.709 2.890 -3.241
H 2.185 3.571 -2.652
H 2.558 3.598 -4.391
H 0.028 0.941 -4.350
H 0.413 2.610 -4.763
H -0.081 2.197 -3.114
H 4.194 -2.665 -3.113
H 5.848 -3.146 -2.719
H 5.556 -1.575 -3.456
H 5.430 -3.648 -0.432
H 4.673 -2.505 0.684
H 3.703 -3.274 -0.589
H 6.636 -0.253 -1.593
H 7.180 -1.834 -1.004
H 6.363 -0.715 0.097
C -1.049 5.033 -2.611
C -2.405 5.126 -2.870
C -3.288 4.396 -2.089
C -2.791 3.593 -1.081
N -1.467 3.450 -0.870
C -0.628 4.168 -1.625
C -3.663 2.931 -0.077
C -5.032 3.099 -0.043
C -5.766 2.541 0.994
C -5.100 1.851 1.987
C -3.731 1.723 1.885
N -3.019 2.236 0.875
H -0.320 5.597 -3.179
H -2.780 5.767 -3.660
H -4.352 4.477 -2.261
H 0.424 4.029 -1.434
H -5.534 3.676 -0.807
H -6.843 2.661 1.025
H -5.620 1.412 2.830
H -3.171 1.191 2.636
C -2.765 -2.453 -4.586
C -1.761 -1.405 -4.188
O -1.666 -1.407 -2.725
P -1.276 -0.079 -1.931
O -2.636 0.342 -1.113
C -3.888 -0.406 -1.194
C -4.696 0.075 -2.370
O -0.567 -0.753 -0.578
C 0.611 -1.649 -0.811
C 0.253 -3.111 -0.889
H -2.864 -2.466 -5.675
H -3.747 -2.242 -4.153
H -2.443 -3.444 -4.257
H -2.058 -0.416 -4.546
H -0.773 -1.629 -4.590
H -4.401 -0.235 -0.253
H -3.666 -1.462 -1.273
H -4.986 1.121 -2.261
H -5.606 -0.528 -2.442
H -4.142 -0.037 -3.307
H 1.278 -1.461 0.017
H 1.101 -1.326 -1.722
H -0.133 -3.476 0.057
H 1.179 -3.654 -1.109
H -0.466 -3.320 -1.681
*
```

Computed properties:
* frontier orbital gap: 7.3 eV
* E: -2934.84056 Eh
* E_LUMO: -5.591 eV
* ΔE to the lowest compared entry with this formula, charge and spin: 0.398 eV
* E_HOMO: -12.91 eV
* max |F|: 1.921 eV Å⁻¹

These are the Löwdin partial charges, in e, on atoms 1 to 6:
1. Zr 1.92
2. C -0.07
3. N -0.26
4. C -0.07
5. C -0.19
6. C -0.16